# C30H57F8N6O2

3 unconnected molecules or ions with the total composition C30H57F8N6O2 at a distorted geometry (ωB97M-V/def2-TZVPD, the Open Molecules 2025 dataset).

Structure (XYZ):
```
103
Properties=species:S:1:pos:R:3:forces:R:3
C -2.65772 3.76765 1.17163 -1.8 1.0 0.8
C -1.69979 3.26302 0.70403 1.6 -0.7 -0.7
C -0.52095 2.65547 0.10625 0.1 -0.2 0.0
C -0.55809 1.11281 0.07582 -0.5 0.1 0.0
C -1.98814 0.57397 0.07345 0.6 -0.2 -0.1
C -2.15800 -0.91929 -0.26606 -0.4 1.4 0.5
C -3.53077 -1.38658 0.25448 0.3 -0.7 -0.5
C -4.71578 -1.39364 -0.71701 -0.4 0.1 0.8
O -5.76152 -2.12243 -0.06754 0.2 -0.1 -0.2
C -5.25441 -0.00531 -1.08941 -0.1 -0.1 -0.6
N -4.78244 0.59312 -2.33272 0.1 0.1 0.3
C -1.88882 -1.21511 -1.73064 0.4 -1.0 0.4
N -1.56020 -2.67699 -1.59799 0.6 0.5 -0.8
C -0.70236 -2.68396 -0.54744 -0.8 0.0 -0.1
N 0.32629 -3.48445 -0.45195 0.0 -0.1 0.6
C 1.29623 -3.45682 0.64310 0.1 -0.3 -0.2
C 2.69872 -3.34688 0.09518 -0.2 -0.2 -0.3
O 2.88145 -2.12137 -0.57008 0.0 0.1 0.4
C 4.18941 -1.59922 -0.50427 -0.1 0.1 -0.3
C 4.19272 -0.23995 0.22478 0.1 -0.3 0.2
F 2.92579 0.22725 0.40102 0.1 0.0 0.0
F 4.73297 -0.40395 1.46420 -0.1 0.1 -0.2
C 4.97439 0.88807 -0.47012 0.3 0.6 0.4
F 5.02978 1.93655 0.41141 0.1 -0.4 -0.4
F 6.24496 0.51128 -0.72408 -0.6 -0.2 0.1
C 4.28860 1.41300 -1.77158 0.5 0.2 -0.5
F 5.24384 1.59200 -2.71026 -0.3 -0.1 0.2
F 3.41807 0.48577 -2.24571 0.1 0.1 0.1
C 3.53995 2.76074 -1.56616 -0.3 -0.1 -0.5
F 4.39259 3.77214 -1.80494 -0.1 -0.2 0.2
F 2.53216 2.81514 -2.48403 0.3 0.1 0.2
N -1.04316 -1.71393 0.32417 -0.1 -0.3 -0.1
H -3.51334 4.27202 1.55073 -0.1 0.0 0.1
H -0.40151 3.04663 -0.90032 0.0 0.1 -0.2
H 0.34454 2.97874 0.67768 0.2 0.1 0.0
H -0.03854 0.76156 -0.80900 0.4 0.0 0.0
H -0.04301 0.75227 0.95763 0.2 -0.3 0.1
H -2.57755 1.15427 -0.62968 -0.3 0.0 -0.1
H -2.40827 0.76325 1.05341 -0.2 0.0 0.2
H -3.42341 -2.41240 0.60279 -0.1 -0.2 0.0
H -3.83314 -0.79340 1.11183 0.1 0.2 0.2
H -4.49481 -1.98673 -1.59882 0.1 0.0 -0.3
H -5.91264 -1.71500 0.79042 -0.2 0.0 0.1
H -6.33028 -0.12476 -1.17371 -0.2 -0.1 0.0
H -5.08586 0.69098 -0.27181 0.1 0.2 0.1
H -4.03499 1.25638 -2.22150 0.1 0.0 -0.1
H -4.57795 -0.07716 -3.05448 -0.1 0.0 -0.2
H -0.96539 -0.71778 -2.01866 0.0 0.3 -0.3
H -2.66728 -1.01247 -2.44280 -0.4 -0.1 0.0
H -1.24662 -3.14045 -2.44066 0.0 0.0 0.0
H 0.46113 -4.17389 -1.17179 0.0 -0.1 -0.1
H 1.24184 -4.39160 1.19319 -0.2 -0.1 0.2
H 1.06339 -2.63528 1.30642 0.0 0.2 0.1
H 2.83560 -4.16131 -0.62315 0.2 -0.2 0.0
H 3.39619 -3.50736 0.91344 0.2 0.1 0.1
H 4.56516 -1.50469 -1.51720 0.1 0.2 -0.1
H 4.86986 -2.26068 0.02271 0.1 -0.1 0.2
H 3.10371 2.85371 -0.57877 0.0 0.1 0.2
H -1.09189 -1.95046 1.30355 0.3 0.2 0.1
C -6.46247 7.43292 3.91191 0.0 0.0 0.0
C -7.14811 6.76526 2.72932 0.0 0.1 0.1
N -6.99290 5.32183 2.72724 0.1 -0.1 -0.1
C -7.34935 4.70113 1.46510 0.0 0.0 -0.2
C -8.80206 4.79992 0.98617 0.0 -0.1 0.0
C -7.45220 4.64176 3.92655 0.0 0.0 0.2
C -8.90609 4.85577 4.36388 0.0 -0.1 0.0
H -5.41861 7.12377 3.97878 0.0 0.0 0.0
H -6.48805 8.51581 3.78984 0.0 0.0 0.0
H -6.95264 7.20011 4.85767 0.0 0.0 0.0
H -6.69524 7.14597 1.81018 0.0 -0.1 -0.1
H -8.20364 7.07666 2.70692 0.0 0.0 0.0
H -7.06226 3.64574 1.51022 0.0 0.0 0.1
H -6.70783 5.14336 0.69480 0.0 0.1 0.0
H -9.46943 4.16882 1.57110 0.0 0.0 0.0
H -8.86926 4.46415 -0.05055 0.0 0.0 0.0
H -9.17409 5.82361 1.02187 0.0 0.0 0.0
H -6.80309 4.94242 4.75316 0.0 0.1 0.0
H -7.26864 3.57180 3.79938 0.0 0.0 -0.1
H -9.17758 5.91168 4.37673 0.0 0.0 0.0
H -9.04181 4.47441 5.37747 0.0 0.0 0.0
H -9.61340 4.33007 3.72457 0.0 0.1 0.0
C 7.86927 -2.31134 -1.20269 -0.1 0.1 0.0
C 8.67184 -3.60046 -1.23589 0.0 0.1 -0.1
N 7.88120 -4.75607 -0.85234 0.0 -0.1 0.1
C 8.67806 -5.93660 -0.55796 0.1 -0.1 0.1
C 9.50286 -6.55166 -1.69322 0.0 -0.1 0.0
C 6.67991 -4.97677 -1.63375 -0.2 0.1 -0.1
C 6.81842 -5.11229 -3.15519 -0.1 0.0 0.0
H 7.37842 -2.18677 -0.23459 0.0 0.0 0.0
H 8.52158 -1.45163 -1.35533 0.0 0.0 0.0
H 7.10892 -2.28137 -1.98679 0.0 0.0 0.0
H 9.49531 -3.51066 -0.52425 0.0 -0.1 0.0
H 9.13127 -3.70986 -2.22984 0.0 0.0 0.0
H 8.01612 -6.70065 -0.14212 -0.1 0.0 0.0
H 9.35984 -5.67054 0.25511 0.0 0.1 0.0
H 8.87795 -7.06131 -2.42538 0.0 0.0 0.0
H 10.18794 -7.29547 -1.28380 0.0 0.0 0.0
H 10.10493 -5.80561 -2.21211 0.0 0.0 0.0
H 5.98911 -4.14799 -1.43338 0.1 0.0 0.0
H 6.17905 -5.86405 -1.23780 0.1 -0.1 0.0
H 7.42829 -4.31592 -3.58263 0.0 0.0 0.0
H 5.83229 -5.05106 -3.62143 0.0 0.0 0.0
H 7.25244 -6.06671 -3.44559 0.1 0.0 0.0
```
Forces are in eV/Å.

Summary:
* LUMO: -2.5844 eV
* frontier orbital gap: 6.978 eV
* spin multiplicity: 1
* charge: +1
* HOMO: -9.562 eV

# C6H13NO

2 unconnected molecules or ions with the total composition C6H13NO at a distorted geometry (ωB97M-V/def2-TZVPD, the Open Molecules 2025 dataset).

Structure (XYZ):
```
21
Properties=species:S:1:pos:R:3:forces:R:3
C 0.40446 -1.90701 1.67173 -0.8 0.1 -1.3
C 0.47101 -1.73494 0.32932 -0.9 -0.1 1.2
N -0.68699 -1.60515 -0.52183 -0.1 -0.2 -0.7
C -0.55157 -0.55229 -1.55937 1.7 0.3 0.5
C -0.70113 0.84878 -0.97346 -0.4 -1.3 1.6
C -0.91294 1.07896 0.33210 0.0 -1.1 1.1
C -1.09056 2.45855 0.92527 -2.1 -0.7 0.3
H -0.57576 -1.90019 2.22135 1.1 -0.2 -0.7
H 1.32430 -2.06029 2.22302 -0.1 0.1 0.1
H 1.41149 -1.62632 -0.18332 0.5 -0.1 0.0
H -0.87823 -2.50039 -1.00429 0.2 0.7 0.6
H -1.26113 -0.69697 -2.36121 -0.4 -0.2 0.0
H 0.47566 -0.60357 -2.05724 -1.0 0.1 0.5
H -0.63941 1.69345 -1.61128 0.1 0.6 -0.8
H -0.94328 0.21074 1.09834 -0.1 1.5 -1.6
H -0.28191 2.70612 1.59595 0.2 0.2 0.3
H -2.10487 2.50302 1.51721 1.9 0.0 -1.0
H -1.14712 3.17208 0.10889 0.0 0.3 0.1
O 2.42482 0.89475 -0.33316 -0.1 0.1 0.4
H 1.48449 0.95609 -0.10582 -0.1 -0.1 -0.3
H 2.83051 1.07197 0.52304 0.3 0.0 -0.1
```
Forces are in eV/Å.

Summary:
* LUMO: 0.9498 eV
* frontier orbital gap: 10.015 eV
* SMILES: C=CNC/C=C/C.O
* spin multiplicity: 1
* relative energy (zero: lowest compared OMol25 entry of this formula, charge and spin): 248.9 kJ/mol
* HOMO: -9.065 eV

# C10H19CrNO5Se2

A molecular structure, C10H19CrNO5Se2 at a distorted geometry (ωB97M-V/def2-TZVPD, the Open Molecules 2025 dataset).

Structure (XYZ):
```
38
Properties=species:S:1:pos:R:3:forces:R:3
Cr 0.04488 0.21515 0.04527 -1.2 -1.2 0.1
O 0.67390 -2.01715 -0.17467 -1.3 -0.1 0.5
C -0.53069 -2.72371 -0.72709 0.6 0.6 0.1
C -1.72239 -2.45306 0.17591 0.9 0.9 0.2
N -1.94288 -0.94526 0.31869 -0.2 -0.3 0.0
C -2.39374 -0.65826 1.71343 1.2 0.2 0.1
C -1.05385 -0.57904 2.57345 0.1 -0.7 1.6
O -0.90169 -1.17660 3.63149 -0.8 0.6 -1.6
O -0.08440 0.18174 2.07523 -0.3 -0.3 -2.0
C -2.86659 -0.46529 -0.75520 1.4 0.4 -0.7
C -1.97686 0.00023 -1.99658 -1.3 -0.6 -1.7
O -2.44860 0.01123 -3.12601 0.2 0.0 1.8
O -0.71953 0.32546 -1.78439 0.5 -0.2 1.8
H 0.87569 -2.41951 0.70181 -0.2 0.4 -0.7
H -0.64180 -2.29405 -1.72252 0.0 -0.1 0.1
H -0.31007 -3.78713 -0.82053 0.0 0.1 0.1
H -2.62496 -2.93818 -0.20183 0.0 0.1 0.1
H -1.47886 -2.85960 1.16900 -0.2 0.2 -0.2
H -2.89266 0.32232 1.72662 0.2 -0.3 0.1
H -3.07867 -1.43711 2.08135 0.3 0.3 0.1
H -3.57682 -1.24138 -1.07522 0.3 0.3 0.0
H -3.43767 0.39845 -0.40345 0.1 -0.1 0.0
C 3.53981 -0.97312 -0.15849 -0.5 -0.4 -0.4
Se 2.46531 0.54472 -0.82250 0.0 0.3 1.3
C 2.73032 1.69929 0.83720 0.0 -0.7 -0.9
C 2.04476 3.02426 0.65168 -0.9 0.1 0.1
Se 0.07672 2.85216 0.26533 0.6 -0.7 -1.4
C 0.13436 3.22553 -1.71306 -0.5 0.1 0.5
H 3.15775 -1.33931 0.79845 0.1 0.3 -0.2
H 4.58636 -0.69069 -0.09371 -0.1 0.2 0.0
H 3.43551 -1.76550 -0.91349 0.0 0.3 0.3
H 3.81534 1.76505 0.86444 0.0 0.3 0.4
H 2.32824 1.10507 1.65952 0.2 0.2 0.0
H 2.46270 3.58878 -0.18036 -0.1 0.1 0.1
H 1.99971 3.63066 1.56088 0.5 -0.2 -0.1
H 0.32019 4.29059 -1.85839 0.1 -0.2 0.1
H -0.86355 2.98542 -2.08768 0.2 0.0 0.1
H 0.85473 2.59785 -2.23454 0.0 0.0 0.3
```
Forces are in eV/Å.

Summary:
* LUMO (spin up / spin down): -5.2363 / -3.7671 eV
* frontier orbital gap (spin up / spin down): 7.420 / 8.928 eV
* spin multiplicity: 4
* charge: +1
* HOMO (spin up / spin down): -12.656 / -12.695 eV

> Which of these has the highest spin multiplicity?

C10H19CrNO5Se2